DFT (the ωB97M-V functional and the def2-TZVPD basis) results for C4H8O2 in the gas phase.

Last column: Mulliken charge in e.
Atoms and positions in Å:
C (-2.22796, -0.29177, 0.64393)  -1.1206
C (-1.09002, -0.22758, -0.34789)  -0.2307
O (0.09848, 0.09876, 0.39519)  -0.2941
C (1.10022, 0.60161, -0.32868)  0.6348
O (0.98764, 1.03826, -1.45254)  -0.5559
C (2.48242, 0.21027, 0.11688)  -0.8120
H (-2.02038, -1.02573, 1.43028)  0.2967
H (-2.38114, 0.68610, 1.11234)  0.2964
H (-3.14495, -0.57991, 0.12231)  0.3685
H (-0.91029, -1.20230, -0.82567)  0.2662
H (-1.25276, 0.51190, -1.13608)  0.3284
H (2.80347, -0.24886, 1.05375)  0.3202
H (3.13823, 1.03670, -0.17415)  0.2668
H (2.41704, -0.60744, -0.60968)  0.2353

2S+1: 1
Frontier orbital gap: 11.328 eV
Largest force on an atom: 0.02924 hartree/bohr
ΔE to the lowest compared entry with this formula, charge and spin: 22.2 kcal/mol
SMILES: CCOC(C)=O
E_LUMO: 0.0353 Eh
Electronic energy: -8372.319 eV